Entry from the Open Molecules 2025 dataset: an isolated molecule of CHNO4S (wB97M-V/def2-TZVPD).

Each line ends with the Löwdin charge.
Cartesian coordinates (Å):
1 C -0.551 -0.555 -0.385  -0.05
2 N -0.580 -1.114 -1.426  -0.14
3 O -0.764 -1.881 -2.287  0.13
4 O -0.136 1.857 -0.030  -0.25
5 O 1.842 0.409 -0.125  -0.22
6 O 0.251 0.260 1.808  -0.10
7 S 0.500 0.630 0.293  0.58
8 H -0.562 0.394 2.152  0.04

- E_tot (Ha) = -792.4650
- max |F| (eV/A) = 6.2
- LUMO energy (eV) = -0.64
- ΔE to the lowest compared entry with this formula, charge and spin (kJ/mol) = 247.64


Entry from the Open Molecules 2025 dataset: a structure of composition C2H4O3PS (wB97M-V/def2-TZVPD).

Each line ends with the Löwdin charge.
Cartesian coordinates (Å):
1 C 1.936 0.304 0.097  -0.38
2 C 0.179 -1.103 0.165  -0.24
3 O -2.205 -0.389 1.154  -0.37
4 O -0.661 1.303 0.460  -0.61
5 O -1.767 -0.020 -1.251  -0.37
6 P 0.885 1.613 -0.385  0.68
7 S -1.231 -0.111 0.095  0.42
8 H 2.254 0.469 1.162  -0.08
9 H 0.276 -1.352 -0.844  0.00
10 H 0.085 -1.855 0.922  0.03
11 H 0.248 1.141 -1.574  -0.08

- total charge = -1
- E_tot (Ha) = -1043.7911
- max |F| (eV/A) = 2.7
- LUMO energy (eV) = 3.93
- ΔE to the lowest compared entry with this formula, charge and spin (kJ/mol) = 555.43


Entry from the Open Molecules 2025 dataset: a cluster of 2 separate species, C40H64Cl2N3O6P in total (wB97M-V/def2-TZVPD).

Each line ends with the Löwdin charge.
Cartesian coordinates (Å):
1 C -9.941 -5.966 -7.095  -0.13
2 C -9.127 -4.634 -7.043  -0.28
3 C -7.607 -4.888 -7.040  -0.24
4 C -6.773 -3.579 -7.134  -0.22
5 C -5.256 -3.889 -7.142  -0.23
6 C -4.359 -2.664 -7.429  -0.22
7 C -4.116 -1.762 -6.189  -0.20
8 C -3.320 -0.464 -6.539  -0.19
9 C -2.108 -0.198 -5.573  -0.20
10 C -2.427 0.909 -4.523  -0.20
11 C -1.136 1.513 -3.867  -0.18
12 C -1.353 1.669 -2.330  -0.14
13 C -0.141 1.252 -1.476  -0.09
14 C 0.487 2.172 -0.660  -0.11
15 C 0.025 3.638 -0.621  -0.12
16 C 0.594 4.329 -1.918  -0.12
17 C 2.015 4.857 -1.717  -0.25
18 C 3.133 4.088 -2.063  -0.05
19 C 4.422 4.587 -1.840  -0.08
20 C 4.615 5.862 -1.280  -0.09
21 C 3.482 6.612 -0.962  -0.10
22 C 2.185 6.141 -1.178  -0.05
23 C 1.616 1.728 0.176  -0.10
24 C 2.280 2.782 1.075  -0.13
25 C 1.686 2.783 2.527  -0.24
26 N 0.244 2.555 2.629  0.01
27 C 2.044 0.419 0.112  -0.16
28 C 3.217 -0.005 1.006  -0.59
29 Cl 4.646 -0.251 -0.106  0.58
30 C 2.890 -1.281 1.895  -0.67
31 C 3.141 -1.048 3.397  -0.15
32 Cl 3.975 -2.671 1.414  0.54
33 C 1.399 -0.516 -0.775  -0.16
34 N 1.901 -1.784 -0.816  0.13
35 C 1.271 -2.585 -1.646  -0.04
36 C 0.132 -2.169 -2.403  -0.19
37 C -0.519 -3.219 -3.330  -0.14
38 O -1.365 -4.068 -2.574  -0.13
39 O -2.693 -3.703 -2.909  -0.03
40 N -0.400 -0.959 -2.402  0.22
41 C 0.297 -0.129 -1.563  -0.13
42 H -9.475 -6.746 -6.465  0.07
43 H -10.967 -5.832 -6.713  0.06
44 H -10.026 -6.343 -8.127  0.07
45 H -9.478 -4.084 -6.152  0.10
46 H -9.456 -4.041 -7.919  0.11
47 H -7.384 -5.446 -6.108  0.11
48 H -7.380 -5.573 -7.880  0.12
49 H -7.083 -3.089 -8.075  0.12
50 H -7.043 -2.983 -6.245  0.11
51 H -4.984 -4.447 -6.228  0.11
52 H -5.099 -4.599 -7.981  0.11
53 H -3.362 -3.059 -7.716  0.11
54 H -4.756 -2.111 -8.297  0.11
55 H -5.126 -1.438 -5.861  0.10
56 H -3.675 -2.354 -5.370  0.10
57 H -4.015 0.393 -6.487  0.10
58 H -2.967 -0.571 -7.580  0.10
59 H -1.989 -1.132 -5.001  0.07
60 H -1.217 0.047 -6.175  0.11
61 H -3.107 0.457 -3.784  0.11
62 H -3.014 1.682 -5.054  0.10
63 H -0.995 2.485 -4.377  0.11
64 H -0.261 0.895 -4.108  0.10
65 H -1.668 2.703 -2.143  0.09
66 H -2.187 1.032 -1.979  0.12
67 H 0.337 4.149 0.297  0.09
68 H -1.075 3.710 -0.656  0.11
69 H 0.673 3.547 -2.696  0.11
70 H -0.104 5.093 -2.298  0.12
71 H 3.037 3.094 -2.512  0.12
72 H 5.315 4.008 -2.098  0.11
73 H 5.619 6.243 -1.086  0.10
74 H 3.581 7.619 -0.536  0.10
75 H 1.303 6.741 -0.937  0.12
76 H 2.224 3.784 0.623  0.09
77 H 3.361 2.572 1.163  0.11
78 H 2.164 1.937 3.060  0.10
79 H 1.929 3.705 3.081  0.11
80 H -0.301 3.274 2.173  0.06
81 H -0.011 1.626 2.317  0.07
82 H 3.528 0.789 1.688  0.06
83 H 1.868 -1.645 1.735  0.09
84 H 4.057 -0.482 3.628  0.08
85 H 2.263 -0.624 3.920  0.08
86 H 3.279 -2.047 3.849  0.06
87 H 1.638 -3.611 -1.755  0.13
88 H -1.068 -2.664 -4.107  0.10
89 H 0.263 -3.789 -3.867  0.13
90 H -3.237 -4.354 -2.441  0.11
91 C 6.301 -0.259 7.286  -0.08
92 C 4.976 -0.998 7.316  -0.28
93 O 4.198 -0.639 8.454  -0.22
94 P 3.543 0.866 8.514  0.63
95 O 2.572 0.805 7.373  -0.21
96 O 2.446 0.671 9.730  -0.25
97 C 1.163 1.296 9.642  -0.29
98 C 0.098 0.251 9.386  -0.08
99 O 4.667 1.430 9.578  -0.23
100 C 4.755 1.072 10.961  -0.27
101 C 5.382 -0.284 11.201  -0.07
102 H 6.147 0.818 7.173  0.07
103 H 6.917 -0.608 6.455  0.08
104 H 6.849 -0.409 8.216  0.07
105 H 4.408 -0.814 6.400  0.10
106 H 5.158 -2.072 7.379  0.12
107 H 1.152 2.066 8.869  0.10
108 H 0.975 1.791 10.598  0.12
109 H 0.336 -0.348 8.507  0.07
110 H -0.878 0.717 9.238  0.08
111 H 0.031 -0.437 10.230  0.08
112 H 3.799 1.164 11.470  0.11
113 H 5.400 1.832 11.410  0.12
114 H 4.699 -1.091 10.937  0.08
115 H 5.632 -0.395 12.258  0.08
116 H 6.290 -0.407 10.610  0.07

- E_tot (Ha) = -3439.9032
- max |F| (eV/A) = 7.8
- LUMO energy (eV) = -0.51
- SMILES string = CCCCCCCCCCCCc1c(CCc2ccccc2)c(CCN)c([C@H](Cl)[C@H](C)Cl)c2ncc(COO)nc12.CCOP(=O)(OCC)OCC


Entry from the Open Molecules 2025 dataset: a cluster of 5 separate species, C41H90N9O4 in total (wB97M-V/def2-TZVPD).

Each line ends with the Löwdin charge.
Cartesian coordinates (Å):
1 C -2.867 7.043 -3.304  -0.13
2 C -2.522 7.093 -4.900  -0.17
3 C -1.626 5.772 -5.245  -0.18
4 O -2.386 5.018 -6.222  -0.08
5 N -1.859 3.835 -6.586  -0.12
6 C -0.851 3.849 -7.620  -0.12
7 N 0.393 4.611 -7.464  0.03
8 C 1.608 3.751 -7.305  -0.17
9 C 2.798 4.278 -8.292  -0.25
10 N 3.538 3.132 -8.905  -0.02
11 N -1.147 3.197 -8.761  0.06
12 C -2.445 2.443 -8.950  -0.08
13 C -3.672 3.370 -9.420  -0.04
14 C -3.382 4.935 -9.453  -0.39
15 O -3.990 5.653 -8.609  0.08
16 O -2.541 5.621 -10.376  0.02
17 C -0.231 3.154 -9.950  -0.15
18 O -0.916 3.312 -11.204  -0.18
19 C -0.009 2.971 -12.309  -0.20
20 C 0.685 4.379 -12.744  -0.06
21 C -1.752 2.796 -5.559  -0.12
22 C -3.038 1.904 -5.371  0.06
23 C -2.836 0.819 -4.253  0.00
24 C -1.459 0.828 -3.568  -0.11
25 N -0.334 1.668 -3.733  0.03
26 C -0.462 2.668 -4.732  -0.04
27 H -1.986 7.401 -2.660  0.08
28 H -3.062 5.948 -2.979  0.08
29 H -3.846 7.599 -3.075  0.08
30 H -3.517 7.100 -5.459  0.12
31 H -1.904 8.050 -5.043  0.11
32 H -0.619 6.170 -5.602  0.12
33 H -1.454 5.252 -4.245  0.11
34 H 0.465 5.245 -8.286  0.13
35 H 1.383 2.666 -7.576  0.13
36 H 2.045 3.875 -6.243  0.12
37 H 3.544 4.912 -7.681  0.13
38 H 2.413 4.962 -9.125  0.10
39 H 3.010 2.913 -9.776  0.06
40 H 4.441 3.505 -9.248  0.08
41 H -2.270 1.678 -9.798  0.15
42 H -2.742 1.830 -8.040  0.12
43 H -3.984 3.044 -10.477  0.13
44 H -4.560 3.120 -8.726  0.14
45 H -3.097 5.701 -11.196  0.14
46 H 0.610 3.923 -9.912  0.12
47 H 0.212 2.082 -9.952  0.17
48 H 0.852 2.290 -11.982  0.12
49 H -0.536 2.452 -13.174  0.13
50 H 1.429 4.650 -11.905  0.07
51 H -0.149 5.159 -12.723  0.09
52 H 1.191 4.254 -13.756  0.09
53 H -3.990 2.032 -5.975  0.11
54 H -3.684 0.095 -4.006  0.10
55 H -1.321 -0.001 -2.776  0.11
56 H 0.437 3.372 -4.878  0.11
57 C -2.265 -4.583 -2.056  -0.09
58 C -0.976 -3.849 -1.706  -0.27
59 N -1.062 -3.049 -0.488  -0.19
60 C 0.075 -2.150 -0.309  -0.25
61 C 1.450 -2.781 -0.099  -0.08
62 C -1.492 -3.752 0.716  -0.25
63 C -0.658 -4.947 1.174  -0.07
64 H -3.106 -3.889 -2.140  0.08
65 H -2.152 -5.091 -3.018  0.07
66 H -2.516 -5.346 -1.315  0.07
67 H -0.750 -3.184 -2.548  0.11
68 H -0.158 -4.580 -1.657  0.10
69 H -0.131 -1.468 0.524  0.11
70 H 0.133 -1.500 -1.192  0.09
71 H 1.559 -3.182 0.909  0.04
72 H 2.226 -2.019 -0.221  0.07
73 H 1.661 -3.575 -0.818  0.07
74 H -2.522 -4.094 0.566  0.10
75 H -1.570 -3.039 1.545  0.11
76 H -0.367 -5.599 0.348  0.07
77 H -1.238 -5.552 1.877  0.07
78 H 0.243 -4.629 1.700  0.04
79 C 1.465 -3.593 4.449  -0.09
80 C 2.726 -3.202 5.213  -0.26
81 N 3.927 -3.139 4.386  -0.19
82 C 5.157 -3.030 5.168  -0.25
83 C 5.356 -1.764 6.000  -0.08
84 C 3.858 -2.275 3.211  -0.24
85 C 3.545 -0.796 3.437  -0.08
86 H 1.595 -4.548 3.933  0.08
87 H 0.629 -3.699 5.146  0.06
88 H 1.180 -2.835 3.715  0.06
89 H 2.874 -3.960 5.989  0.12
90 H 2.540 -2.252 5.733  0.09
91 H 6.020 -3.154 4.505  0.11
92 H 5.202 -3.889 5.847  0.11
93 H 5.631 -0.911 5.378  0.06
94 H 6.177 -1.915 6.708  0.07
95 H 4.470 -1.502 6.584  0.05
96 H 3.103 -2.681 2.529  0.08
97 H 4.794 -2.354 2.647  0.12
98 H 2.742 -0.642 4.161  0.06
99 H 3.224 -0.341 2.495  0.07
100 H 4.424 -0.245 3.771  0.06
101 C 1.924 0.563 7.898  -0.09
102 C 2.655 0.065 9.140  -0.27
103 N 3.939 0.715 9.376  -0.19
104 C 4.741 0.050 10.400  -0.25
105 C 4.199 0.038 11.829  -0.09
106 C 3.919 2.173 9.450  -0.25
107 C 3.032 2.817 10.515  -0.09
108 H 2.548 0.461 7.005  0.07
109 H 1.016 -0.025 7.742  0.07
110 H 1.620 1.608 7.994  0.06
111 H 2.825 -1.008 8.997  0.11
112 H 1.984 0.163 10.004  0.10
113 H 5.747 0.483 10.409  0.11
114 H 4.889 -0.991 10.088  0.11
115 H 4.317 1.008 12.314  0.06
116 H 4.761 -0.684 12.429  0.07
117 H 3.147 -0.252 11.876  0.07
118 H 3.613 2.563 8.473  0.10
119 H 4.943 2.544 9.574  0.12
120 H 2.049 2.346 10.585  0.07
121 H 2.870 3.871 10.270  0.07
122 H 3.500 2.790 11.500  0.05
123 C -4.472 -5.698 3.164  -0.09
124 C -4.750 -5.705 4.662  -0.27
125 N -3.567 -5.470 5.484  -0.19
126 C -3.789 -5.743 6.902  -0.25
127 C -4.791 -4.860 7.646  -0.09
128 C -2.812 -4.255 5.194  -0.25
129 C -3.548 -2.920 5.300  -0.08
130 H -3.700 -6.427 2.902  0.08
131 H -5.381 -5.962 2.617  0.07
132 H -4.157 -4.712 2.811  0.06
133 H -5.156 -6.693 4.906  0.12
134 H -5.546 -4.979 4.875  0.10
135 H -2.830 -5.709 7.431  0.11
136 H -4.122 -6.783 6.997  0.11
137 H -4.378 -3.874 7.862  0.05
138 H -5.037 -5.317 8.609  0.07
139 H -5.728 -4.736 7.098  0.07
140 H -2.404 -4.338 4.180  0.09
141 H -1.924 -4.219 5.835  0.11
142 H -4.544 -2.951 4.853  0.07
143 H -2.981 -2.145 4.775  0.07
144 H -3.643 -2.593 6.336  0.06

- total charge = +1
- E_tot (Ha) = -2409.3094
- max |F| (eV/A) = 5.8
- LUMO energy (eV) = -4.09
- ΔE to the lowest compared entry with this formula, charge and spin (kJ/mol) = 0.00


Entry from the Open Molecules 2025 dataset: an isolated molecule of C10H15NSSi (wB97M-V/def2-TZVPD).

Each line ends with the Löwdin charge.
Cartesian coordinates (Å):
1 C 3.328 0.233 -1.646  -0.12
2 C 2.829 -0.409 -0.335  -0.71
3 C 2.402 0.625 0.772  -0.30
4 N 1.099 1.231 0.506  -0.11
5 Si 0.148 0.099 -0.501  0.32
6 C -0.349 1.015 -2.055  -0.19
7 C -1.390 -0.458 0.329  -0.31
8 C -1.267 -1.110 1.519  -0.11
9 C -2.413 -1.331 2.254  -0.08
10 C -3.657 -0.959 1.776  -0.08
11 C -3.740 -0.243 0.581  -0.07
12 C -2.595 -0.051 -0.183  -0.09
13 S 1.495 -1.561 -0.657  0.74
14 H 3.444 -0.472 -2.468  0.07
15 H 4.285 0.720 -1.487  0.07
16 H 2.572 0.969 -1.898  0.05
17 H 3.581 -1.070 0.074  0.08
18 H 2.431 0.172 1.773  0.11
19 H 3.141 1.435 0.836  0.11
20 H 0.545 1.362 1.349  0.07
21 H 0.504 1.351 -2.657  0.03
22 H -0.970 1.867 -1.797  0.03
23 H -0.962 0.315 -2.637  0.04
24 H -0.273 -1.360 1.886  0.10
25 H -2.348 -1.816 3.198  0.09
26 H -4.553 -1.132 2.353  0.10
27 H -4.671 0.155 0.243  0.09
28 H -2.617 0.424 -1.127  0.07

- E_tot (Ha) = -1132.5430
- max |F| (eV/A) = 1.8
- LUMO energy (eV) = 0.72
- SMILES string = C[C@H]1CN[Si@](C)(c2ccccc2)S1
- ΔE to the lowest compared entry with this formula, charge and spin (kJ/mol) = 0.00


Entry from the Open Molecules 2025 dataset: a structure of composition C8H12AsO13P2PmS (wB97M-V/def2-TZVPD).

Each line ends with the Löwdin charge.
Cartesian coordinates (Å):
1 Pm -0.798 0.421 0.195  1.94
2 C -3.103 -2.738 3.130  -0.08
3 C -1.752 -2.090 2.959  -0.57
4 O -0.840 -2.507 4.031  -0.06
5 P -1.073 -2.764 1.404  0.46
6 O 0.538 -2.705 1.343  -0.13
7 O -1.345 -4.308 1.659  -0.12
8 O -1.577 -2.100 0.184  -0.33
9 P -1.898 -0.185 2.951  0.34
10 O -2.482 0.137 4.403  -0.10
11 O -0.477 0.430 2.777  -0.40
12 O -2.823 0.204 1.804  -0.39
13 H -2.986 -3.807 3.358  0.09
14 H -3.749 -2.696 2.250  0.10
15 H -3.682 -2.265 3.929  0.09
16 H -0.012 -1.985 3.896  0.10
17 H 1.009 -3.459 1.789  0.13
18 H -0.952 -4.889 0.922  0.16
19 H -3.448 0.238 4.349  0.10
20 O 0.846 2.122 0.495  -0.41
21 As 0.282 3.274 -0.882  1.02
22 O 0.625 4.853 -0.497  -0.44
23 O -1.189 2.450 -0.832  -0.62
24 C 1.391 2.440 -2.470  -0.17
25 C 2.058 3.550 -3.030  -0.12
26 C 3.017 3.415 -4.040  -0.07
27 C 3.316 2.140 -4.516  -0.06
28 C 2.613 1.030 -4.043  -0.06
29 C 1.679 1.141 -2.996  -0.21
30 S 0.935 -0.448 -2.330  0.52
31 O 1.508 -1.394 -3.277  -0.32
32 O -0.572 -0.351 -2.361  -0.43
33 O 1.363 -0.585 -0.902  -0.44
34 H 1.383 2.569 1.158  0.07
35 H 1.783 4.540 -2.677  0.08
36 H 3.499 4.292 -4.423  0.10
37 H 4.093 1.990 -5.281  0.12
38 H 2.822 0.043 -4.428  0.10

- <S²> = 6.00
- E_tot (Ha) = -5215.5703
- max |F| (eV/A) = 2.5
- 2S+1 = 5
- LUMO energy (alpha / beta) (eV) = -0.32 / -0.31
- ΔE to the lowest compared entry with this formula, charge and spin (kJ/mol) = 0.00


Among the records above, which one has the lowest max |F|? C10H15NSSi